No. 1
Computed, not measured: the molecule C4H7NO4 at a distorted geometry, with ωB97M-V/def2-TZVPD.

The geometry in XYZ format:
```
16
Properties=species:S:1:pos:R:3
C -1.468 -0.056 -1.804
C -1.213 -0.127 0.747
C 0.823 -0.159 -0.402
C -0.834 -0.070 -0.462
N 1.677 -0.026 2.074
O 0.693 -0.525 1.183
O -1.885 0.061 1.825
O 1.261 1.183 -0.475
O 1.357 -1.006 -1.110
H -1.891 -0.753 2.363
H 1.968 1.164 -1.136
H 1.780 0.963 1.848
H 2.538 -0.499 1.800
H -1.033 -0.867 -2.391
H -2.551 -0.166 -1.753
H -1.222 0.883 -2.305
```

Summary:
Orbital gap (eV): 9.21
Molecular weight (g mol⁻¹): 133.10
Energy above the lowest of the compared OMol25 structures with the same formula, charge and spin (eV): 6.283
LUMO (eV): 0.21
Multiplicity: 1
E_tot (Ha): -512.15156

=====

No. 2
Computed, not measured: C29H23N3NiS2 as an isolated structure, with ωB97M-V/def2-TZVPD.

The geometry in XYZ format:
```
58
Properties=species:S:1:pos:R:3
Ni 0.187 0.119 -0.126
C 2.522 1.611 2.922
C 2.486 0.512 1.901
C 2.410 0.809 0.534
C 2.441 -0.214 -0.431
C 2.479 -1.551 -0.026
C 2.573 -1.844 1.330
C 2.588 -0.826 2.274
H 2.075 2.529 2.540
H 3.555 1.838 3.190
H 2.006 1.321 3.837
H 2.420 1.845 0.211
H 2.494 0.047 -1.481
H 2.516 -2.344 -0.761
H 2.654 -2.874 1.650
H 2.683 -1.076 3.324
S -0.693 -0.088 -7.165
C 0.089 -1.410 -7.899
C 0.805 -2.146 -7.002
C 0.734 -1.617 -5.695
C -0.042 -0.485 -5.618
C -0.333 0.328 -4.444
C 0.045 -0.117 -3.161
N -0.184 0.573 -2.056
C -0.823 1.766 -2.143
C -1.236 2.302 -3.364
C -1.887 3.585 -3.365
C -2.098 4.266 -2.218
C -1.688 3.728 -0.949
C -1.871 4.376 0.278
C -1.452 3.788 1.463
C -0.856 2.516 1.370
N -0.671 1.890 0.222
C -1.065 2.477 -0.929
C -1.612 4.436 2.761
C -2.201 5.645 3.029
C -2.185 5.975 4.404
C -1.584 5.018 5.164
S -1.029 3.711 4.217
C -0.975 1.555 -4.519
H -0.030 -1.581 -8.957
H 1.368 -3.027 -7.269
H 1.256 -2.060 -4.860
H 0.554 -1.064 -3.039
H -2.204 3.999 -4.313
H -2.584 5.232 -2.236
H -2.344 5.349 0.290
H -0.524 1.991 2.258
H -2.638 6.287 2.279
H -2.601 6.883 4.811
H -1.434 5.010 6.231
H -1.277 1.955 -5.480
C -1.722 -2.293 3.285
C -1.033 -1.517 2.276
N -0.482 -0.895 1.488
H -1.468 -3.345 3.166
H -2.797 -2.159 3.167
H -1.416 -1.950 4.273
```

Summary:
Orbital gap (alpha / beta) (eV): 6.75 / 5.56
Molecular weight (g mol⁻¹): 536.35
Charge: +2
Energy above the lowest of the compared OMol25 structures with the same formula, charge and spin (eV): 0.078
<S²>: 2.0064
LUMO (alpha / beta) (eV): -6.23 / -7.42
Multiplicity: 3
E_tot (Ha): -3587.39540

=====

No. 3
Computed, not measured: a 5-piece molecular cluster, C30H54N5O7 overall at a distorted geometry, with ωB97M-V/def2-TZVPD.

The geometry in XYZ format:
```
96
Properties=species:S:1:pos:R:3
C 1.735 -2.829 3.328
C 1.302 -4.428 3.091
C 1.505 -5.091 4.618
C -0.277 -4.621 2.745
C -0.635 -5.389 1.347
C -1.144 -6.921 1.792
C 0.053 -8.004 1.994
O 0.641 -8.733 1.033
O 0.521 -8.296 3.389
C -2.064 -4.698 0.817
C -1.907 -3.249 0.104
C -3.020 -2.897 -1.095
C -3.039 -1.448 -1.891
C -1.942 -0.251 -1.515
C -0.811 -0.600 -0.347
C -0.831 -2.062 0.428
C 0.547 -5.396 0.218
C 2.052 -5.052 0.749
C 2.581 -3.636 0.030
C 3.047 -6.213 0.064
N 2.292 -5.125 2.218
O 2.705 -6.314 2.668
H 0.949 -2.280 4.002
H 2.773 -2.832 3.903
H 1.874 -2.237 2.331
H 0.937 -4.325 5.337
H 2.623 -5.081 4.968
H 0.953 -6.114 4.745
H -0.786 -3.543 2.806
H -0.797 -5.239 3.625
H -1.898 -6.885 2.714
H -1.810 -7.311 0.881
H 1.486 -8.567 3.381
H -2.850 -4.731 1.703
H -2.502 -5.445 -0.005
H -3.836 -3.700 -1.378
H -3.844 -1.210 -2.721
H -1.937 0.816 -2.037
H 0.001 0.216 -0.036
H -0.017 -2.230 1.250
H 0.347 -4.664 -0.704
H 0.572 -6.481 -0.280
H 2.872 -3.825 -1.087
H 3.595 -3.366 0.597
H 1.862 -2.733 0.211
H 2.674 -7.304 0.255
H 4.159 -6.088 0.443
H 3.051 -6.036 -1.098
C -2.373 5.185 -0.995
C -2.106 4.104 -2.005
O -1.286 3.211 -1.803
N -2.802 4.130 -3.177
C -3.800 5.082 -3.606
H -1.741 5.026 -0.117
H -2.133 6.164 -1.419
H -3.419 5.152 -0.677
H -2.564 3.368 -3.802
H -4.726 4.536 -3.800
H -3.452 5.539 -4.536
H -3.981 5.858 -2.862
C 2.013 2.250 4.863
C 2.281 1.169 3.853
O 3.101 0.276 4.055
N 1.584 1.195 2.681
C 0.587 2.147 2.252
H 2.646 2.091 5.741
H 2.253 3.229 4.439
H 0.968 2.217 5.181
H 1.822 0.433 2.056
H -0.340 1.601 2.058
H 0.934 2.604 1.322
H 0.405 2.923 2.996
C 1.136 1.879 -3.533
C 0.322 1.943 -4.795
O -0.629 2.712 -4.918
N 0.662 1.117 -5.824
C 1.734 0.151 -5.881
H 0.740 2.597 -2.808
H 1.074 0.879 -3.095
H 2.177 2.140 -3.743
H 0.066 1.222 -6.637
H 2.387 0.419 -6.715
H 1.293 -0.831 -6.073
H 2.314 0.117 -4.958
C 0.133 8.783 -1.395
C -1.317 8.878 -1.007
O -2.010 7.879 -0.829
N -1.863 10.117 -0.853
C -1.227 11.404 -1.014
H 0.418 7.730 -1.479
H 0.295 9.262 -2.365
H 0.758 9.250 -0.630
H -2.842 10.095 -0.591
H -1.309 11.943 -0.067
H -1.769 11.954 -1.787
H -0.177 11.317 -1.295
```

Summary:
Orbital gap (alpha / beta) (eV): 8.60 / 8.55
Molecular weight (g mol⁻¹): 596.79
<S²>: 0.7546
LUMO (alpha / beta) (eV): 0.28 / 0.23
Multiplicity: 2
E_tot (Ha): -1975.45631

=====

No. 4
Computed, not measured: a 2-piece molecular cluster, C2H10BF2N4O6PS3 overall at a distorted geometry, with ωB97M-V/def2-TZVPD.

The geometry in XYZ format:
```
29
Properties=species:S:1:pos:R:3
N -1.622 -2.176 0.181
C -1.525 -1.050 -0.827
N -0.844 -1.348 -2.144
P 0.762 -0.588 -2.288
S 1.921 -1.931 -3.178
N -2.058 0.211 -0.641
C -2.797 0.609 0.617
B -4.351 -0.016 0.653
O -4.658 -1.065 1.686
O -5.433 0.444 -0.282
H -2.432 -2.807 -0.008
H -1.586 -1.844 1.169
H -1.472 -1.143 -2.952
H 1.292 -0.342 -0.970
H 0.613 0.597 -3.107
H -1.968 0.930 -1.417
H -2.211 0.424 1.617
H -2.949 1.791 0.550
H -4.566 -1.929 1.162
H -5.222 -0.080 -1.132
N 4.759 0.422 1.653
S 3.676 0.748 0.563
O 4.150 1.192 -0.744
O 2.412 1.319 1.013
F 3.205 -0.741 0.204
S 5.476 1.725 2.162
O 6.700 1.467 2.921
O 4.654 2.799 2.704
F 6.072 2.381 0.835
```

Summary:
Orbital gap (eV): 5.64
Molecular weight (g mol⁻¹): 362.11
Energy above the lowest of the compared OMol25 structures with the same formula, charge and spin (eV): 3.379
LUMO (eV): -3.34
Multiplicity: 1
E_tot (Ha): -2513.06588

=====

> What is the formula in the fourth record?

C2H10BF2N4O6PS3

=====

> Which formula does entry 1 have?

C4H7NO4

=====

Repeat the fourth record exactly.
Computed, not measured: a 2-piece molecular cluster, C2H10BF2N4O6PS3 overall at a distorted geometry, with ωB97M-V/def2-TZVPD.

The geometry in XYZ format:
```
29
Properties=species:S:1:pos:R:3
N -1.622 -2.176 0.181
C -1.525 -1.050 -0.827
N -0.844 -1.348 -2.144
P 0.762 -0.588 -2.288
S 1.921 -1.931 -3.178
N -2.058 0.211 -0.641
C -2.797 0.609 0.617
B -4.351 -0.016 0.653
O -4.658 -1.065 1.686
O -5.433 0.444 -0.282
H -2.432 -2.807 -0.008
H -1.586 -1.844 1.169
H -1.472 -1.143 -2.952
H 1.292 -0.342 -0.970
H 0.613 0.597 -3.107
H -1.968 0.930 -1.417
H -2.211 0.424 1.617
H -2.949 1.791 0.550
H -4.566 -1.929 1.162
H -5.222 -0.080 -1.132
N 4.759 0.422 1.653
S 3.676 0.748 0.563
O 4.150 1.192 -0.744
O 2.412 1.319 1.013
F 3.205 -0.741 0.204
S 5.476 1.725 2.162
O 6.700 1.467 2.921
O 4.654 2.799 2.704
F 6.072 2.381 0.835
```

Summary:
Orbital gap (eV): 5.64
Molecular weight (g mol⁻¹): 362.11
Energy above the lowest of the compared OMol25 structures with the same formula, charge and spin (eV): 3.379
LUMO (eV): -3.34
Multiplicity: 1
E_tot (Ha): -2513.06588